No. 1
The following is a DFT calculation (ωB97M-V/def2-TZVPD) of a molecular structure, C20H25BeN4O2S at a distorted geometry.

Properties
- gap between HOMO and LUMO (eV) = 8.7
- DFT total energy (Eh) = -1559.51764

Structure (ORCA input):
```
! RIJCOSX wB97M-V def2-TZVPD def2/J DEFGRID3
* xyz 1 1
Be 0.830 0.899 0.770
C 4.282 0.794 0.993
C 3.101 1.696 1.173
O 2.024 1.317 1.770
N 3.144 2.939 0.670
C 2.127 4.017 0.801
C 0.851 3.797 0.076
C 0.087 4.902 -0.289
C -1.065 4.725 -1.018
C -1.499 3.443 -1.369
C -0.715 2.354 -0.970
N 0.394 2.542 -0.190
H 5.076 1.225 1.564
H 4.557 0.659 -0.086
H 4.029 -0.212 1.372
H 4.055 3.219 0.228
H 2.493 5.007 0.385
H 2.014 4.217 1.858
H 0.455 5.906 -0.042
H -1.551 5.668 -1.350
H -2.364 3.331 -2.071
H -0.940 1.350 -1.307
C -4.411 0.544 0.260
C -3.881 -0.353 1.340
N -2.740 -1.228 0.976
C -3.129 -2.579 0.552
C -3.512 -2.582 -0.970
C -1.468 -0.842 0.935
S -1.025 0.518 1.770
N -0.555 -1.681 0.397
C 0.639 -1.359 -0.140
O 1.112 -0.142 -0.424
C 1.453 -2.497 -0.560
C 2.788 -2.340 -0.847
C 3.592 -3.414 -1.138
C 3.160 -4.708 -1.008
C 1.752 -4.886 -0.771
C 0.952 -3.786 -0.598
H -5.205 1.219 0.615
H -4.854 -0.052 -0.541
H -3.599 1.195 -0.074
H -4.724 -1.014 1.587
H -3.506 0.206 2.257
H -4.024 -2.911 1.121
H -2.265 -3.242 0.662
H -4.352 -1.928 -1.118
H -3.753 -3.637 -1.205
H -2.732 -2.208 -1.639
H 3.246 -1.352 -0.799
H 4.605 -3.267 -1.519
H 3.730 -5.662 -1.133
H 1.389 -5.880 -0.675
H -0.067 -3.929 -0.281
*
```



No. 2
The following is a DFT calculation (ωB97M-V/def2-TZVPD) of a molecular structure, C20H25Cl2NO6SSc.

Properties
- ΔE to the lowest compared entry with this formula, charge and spin (kcal per mole) = 11.9
- gap between HOMO and LUMO (eV) = 7.6
- DFT total energy (Eh) = -3362.57792

Structure (ORCA input):
```
! RIJCOSX wB97M-V def2-TZVPD def2/J DEFGRID3
* xyz 1 1
Sc -0.294 -0.657 0.101
C -0.769 -2.915 2.171
C -2.208 -2.733 1.758
O -2.218 -1.783 0.674
C -3.353 -0.904 0.663
C -3.058 0.317 1.510
O -1.766 0.826 1.142
C -1.261 1.789 2.067
C 0.203 1.956 1.752
O 0.811 0.657 1.664
C 1.188 0.098 2.936
C 1.016 -1.401 2.852
O -0.272 -1.573 2.270
H -0.212 -3.467 1.412
H -0.700 -3.422 3.135
H -2.792 -2.330 2.588
H -2.644 -3.672 1.421
H -4.236 -1.421 1.039
H -3.511 -0.622 -0.373
H -3.033 0.066 2.574
H -3.823 1.079 1.344
H -1.412 1.417 3.084
H -1.788 2.740 1.960
H 0.708 2.568 2.499
H 0.325 2.416 0.774
H 0.534 0.500 3.712
H 2.221 0.369 3.155
H 1.049 -1.841 3.850
H 1.773 -1.863 2.216
C 3.074 0.614 -0.059
C 2.111 1.354 -0.949
C 2.569 2.544 -1.551
C 1.798 3.184 -2.471
C 0.574 2.608 -2.876
C -0.201 3.150 -3.923
C -1.326 2.495 -4.338
C -1.707 1.287 -3.727
C -0.990 0.746 -2.684
S -1.467 -0.796 -1.982
C 0.167 1.422 -2.229
N 0.903 0.864 -1.202
H 4.008 0.504 -0.614
H 2.711 -0.373 0.201
H 3.305 1.182 0.843
H 3.546 2.920 -1.277
H 2.130 4.104 -2.937
H 0.127 4.066 -4.398
H -1.919 2.889 -5.152
H -2.576 0.751 -4.086
Cl 3.354 -4.411 -1.553
C 2.271 -3.054 -1.894
Cl 1.597 -3.135 -3.520
C 1.136 -3.049 -0.865
O 0.305 -3.918 -0.821
O 1.171 -2.000 -0.066
H 2.854 -2.144 -1.818
*
```



No. 3
The following is a DFT calculation (ωB97M-V/def2-TZVPD) of a molecular structure, C20H25CrN2S6Si.

Properties
- ΔE to the lowest compared entry with this formula, charge and spin (kcal per mole) = 0.0
- gap between HOMO and LUMO (spin up / spin down) (eV) = 6.1 / 6.4
- DFT total energy (Eh) = -4609.87076

Structure (ORCA input):
```
! RIJCOSX wB97M-V def2-TZVPD def2/J DEFGRID3
* xyz -1 5
Cr 1.244 -1.120 0.643
S 6.613 0.108 5.503
C 5.433 -0.348 4.427
S 5.682 -0.464 2.732
C 4.048 -0.848 2.259
C 3.137 -0.910 3.257
S 1.440 -1.247 3.091
S 3.785 -0.592 4.851
S 3.691 -1.167 0.573
C -3.576 2.716 1.320
Si -4.192 0.983 1.015
C -5.113 0.963 -0.625
C -5.425 0.588 2.383
C -2.955 -0.439 0.962
C -3.507 -1.706 1.002
C -2.720 -2.858 0.952
C -1.362 -2.677 0.853
N -0.793 -1.471 0.793
C -1.539 -0.341 0.849
S -0.682 1.145 0.782
H -4.448 3.374 1.375
H -2.913 3.055 0.528
H -3.021 2.783 2.255
H -5.912 1.708 -0.631
H -5.560 -0.014 -0.817
H -4.435 1.184 -1.450
H -6.204 1.351 2.428
H -4.920 0.564 3.350
H -5.912 -0.377 2.240
H -4.584 -1.819 1.078
H -3.145 -3.850 0.996
H -0.681 -3.520 0.818
C 2.981 2.476 -0.295
N 2.876 1.294 -1.174
C 4.024 1.171 -2.092
C 1.560 1.229 -1.890
C 1.308 -0.152 -2.427
C 1.201 -0.323 -3.805
C 0.940 -1.575 -4.337
C 0.797 -2.648 -3.468
C 0.913 -2.456 -2.098
C 1.163 -1.208 -1.504
H 3.874 2.373 0.318
H 2.100 2.503 0.344
H 3.037 3.376 -0.905
H 2.945 0.450 -0.534
H 4.025 2.026 -2.769
H 3.916 0.246 -2.653
H 4.936 1.139 -1.502
H 1.580 2.004 -2.662
H 0.800 1.465 -1.143
H 1.316 0.532 -4.465
H 0.851 -1.711 -5.407
H 0.593 -3.638 -3.861
H 0.791 -3.330 -1.462
*
```



No. 4
The following is a DFT calculation (ωB97M-V/def2-TZVPD) of a molecular structure, C20H25EuINO4PS at a distorted geometry.

Properties
- gap between HOMO and LUMO (spin up / spin down) (eV) = 5.2 / 5.4
- DFT total energy (Eh) = -2879.63243

Structure (ORCA input):
```
! RIJCOSX wB97M-V def2-TZVPD def2/J DEFGRID3
* xyz 2 8
C 1.816 1.691 3.688
C 1.680 2.290 2.227
O 2.808 3.083 1.801
C 3.931 2.247 1.467
C 4.151 2.274 -0.081
C 3.118 1.298 -0.775
C 2.714 0.014 -0.132
C 1.712 -0.781 -0.828
C 1.101 -0.361 -2.127
C 1.521 0.883 -2.783
P 0.793 1.441 -4.424
O -0.825 0.975 -4.456
I 0.715 3.897 -4.215
C 2.541 1.707 -2.067
N 0.079 -1.184 -2.766
C -1.016 -1.462 -1.830
C -2.405 -1.157 -2.159
C -3.455 -1.446 -1.163
O -4.762 -1.089 -1.524
C -4.870 0.356 -1.621
C -4.042 1.157 -0.548
C -3.159 -2.073 0.136
C -1.775 -2.385 0.475
C -1.302 -3.033 1.815
O -0.718 -4.328 1.571
C -0.352 -4.840 2.878
C -0.743 -2.070 -0.504
S 1.045 -2.360 -0.180
H 2.489 2.397 4.247
H 2.208 0.645 3.697
H 0.780 1.678 4.131
H 1.532 1.444 1.454
H 0.745 2.986 2.268
H 4.849 2.681 1.956
H 3.825 1.214 1.887
H 3.905 3.302 -0.484
H 5.216 2.027 -0.314
H 3.113 -0.329 0.848
H -1.258 1.247 -3.619
H 2.848 2.673 -2.533
H 0.563 -2.076 -2.964
H -2.621 -0.700 -3.159
H -5.923 0.724 -1.577
H -4.463 0.652 -2.632
H -4.441 2.198 -0.363
H -2.963 1.311 -0.857
H -4.016 0.666 0.468
H -3.983 -2.275 0.856
H -2.104 -3.063 2.598
H -0.441 -2.391 2.184
H -1.308 -5.163 3.386
H 0.098 -4.021 3.507
H 0.350 -5.712 2.787
Eu 0.698 3.142 0.355
*
```